(1)
This record from the OMol25 dataset describes 2 unconnected molecules or ions with the total composition C6H11N at a distorted geometry. The level of theory is the ωB97M-V functional and the def2-TZVPD basis.

Element x y z (Å)
C -1.617 -0.448 -0.686
C 1.730 1.226 -0.487
C -0.820 -0.072 0.260
C -1.196 0.876 1.355
C 0.968 -1.656 -0.552
C 0.579 -0.570 0.424
N 1.446 2.389 -0.338
H -1.233 -1.149 -1.437
H -2.585 -0.067 -0.805
H 2.367 0.818 -1.275
H -0.723 0.646 2.369
H -2.326 0.836 1.401
H -1.036 1.880 1.082
H 0.217 -2.533 -0.363
H 1.920 -2.203 -0.305
H 0.847 -1.239 -1.511
H 1.148 -0.736 1.260
H 2.071 3.020 -0.842

The calculation puts the maximum force at 5.14 eV/A. As for the net charge: 0. As for the spin multiplicity: 1. The relative energy (zero: lowest compared OMol25 entry of this formula, charge and spin) is 105.2 kcal per mole.

***

(2)
This record from the OMol25 dataset describes a single C18H22N2O4S molecule at a distorted geometry. The level of theory is the ωB97M-V functional and the def2-TZVPD basis.

Element x y z (Å)
C -2.340 -2.921 5.161
C -1.190 -2.339 5.973
H -1.263 -2.677 7.007
C 0.179 -2.759 5.423
N 0.358 -2.276 4.059
C 0.366 -0.969 3.702
O 0.222 -0.050 4.487
C 0.564 -0.752 2.247
C 0.614 0.493 1.764
C 0.808 0.903 0.385
C 0.802 -0.002 -0.681
C 0.998 0.437 -1.976
C 1.203 1.782 -2.214
C 1.212 2.700 -1.182
C 1.013 2.261 0.112
H 1.020 2.966 0.930
H 1.382 3.739 -1.412
S 1.421 2.365 -3.886
O 2.409 3.400 -3.924
O 1.573 1.235 -4.758
N -0.062 3.132 -4.109
H 0.038 3.860 -4.802
C -1.172 2.244 -4.394
C -1.049 1.552 -5.715
C -1.207 0.250 -6.083
C -0.937 0.197 -7.473
C -0.633 1.469 -7.841
O -0.706 2.299 -6.786
H -0.359 1.900 -8.783
H -0.960 -0.669 -8.101
H -1.475 -0.567 -5.446
H -2.092 2.839 -4.354
H -1.205 1.496 -3.599
H 1.005 -0.242 -2.815
H 0.636 -1.052 -0.496
H 0.512 1.293 2.489
H 0.671 -1.627 1.622
H 0.488 -2.967 3.340
C 1.311 -2.254 6.317
H 1.280 -1.170 6.364
H 1.204 -2.657 7.320
H 2.275 -2.561 5.916
H 0.220 -3.853 5.370
H -1.244 -1.250 5.964
H -2.296 -4.009 5.153
H -3.293 -2.621 5.590
H -2.304 -2.565 4.134

Its structure (SMILES) is CC[C@H](C)NC(=O)/C=C/c1ccc(S(=O)(=O)NCc2ccco2)cc1. The calculation puts the maximum force at 1.09 eV/A. As for the net charge: 0. As for the spin multiplicity: 1. The relative energy (zero: lowest compared OMol25 entry of this formula, charge and spin) is 46.7 kcal per mole.

***

Quick rundown of E_HOMO, same order as above: -7.75; -8.59 eV